(1)
C4H7NO in the gas phase, computed with ωB97M-V/def2-TZVPD.

Summary:
spin multiplicity = 1
calculated total energy = -286.4426 Ha
Kohn-Sham gap (alpha / beta) = 8.93 / 8.93 eV
SMILES = CC=C=[N+](C)[O-]
relative energy (zero: lowest compared OMol25 entry of this formula, charge and spin) = 118.6 kcal/mol
net charge = 0

```
13
Properties=species:S:1:pos:R:3:forces:R:3:nbo_charge:R:1
O 2.334 -0.279 0.942 1.4308 -0.1773 1.4021 -0.5001
C -2.184 0.580 0.880 -0.8265 -0.2747 1.3735 -0.6340
C 1.837 -0.967 -1.209 -4.4649 0.1870 0.3871 -0.4209
H -2.332 -0.524 1.024 0.0297 1.1001 -0.2654 0.2235
C 0.194 0.092 0.294 3.5542 -1.8456 -0.7980 0.1628
H 1.377 -1.921 -1.208 -0.0618 -1.2883 0.0424 0.2139
N 1.445 -0.351 0.090 -4.1436 2.1612 -0.9778 0.1160
H -2.461 1.090 1.873 0.7963 -0.6787 -1.2815 0.2248
C -0.807 0.906 0.381 -0.8082 -1.3150 0.7711 -0.2466
H 1.395 -0.494 -2.073 0.0393 0.7430 0.0162 0.2116
H 2.830 -1.026 -1.229 3.9462 -0.0898 -0.0347 0.2237
H -0.715 1.886 0.052 0.5167 1.9087 -0.6027 0.2076
H -2.912 1.008 0.181 -0.0081 -0.4305 -0.0323 0.2176
```
Positions in Å, forces in eV/Å.



(2)
A molecular structure, C4H7NO, computed with ωB97M-V/def2-TZVPD.

Summary:
spin multiplicity = 1
calculated total energy = -286.4640 Ha
Kohn-Sham gap = 9.73 eV
relative energy (zero: lowest compared OMol25 entry of this formula, charge and spin) = 105.2 kcal/mol
net charge = 0

```
13
Properties=species:S:1:pos:R:3:forces:R:3:nbo_charge:R:1
C -0.375 -0.634 -0.395 -1.8087 1.5270 -0.4834 -0.2632
H 2.308 -0.808 1.432 -0.3561 0.0619 -0.2169 0.2397
N -1.655 0.652 -1.083 1.4267 -0.6070 0.2934 -0.5673
H -0.139 -1.031 -1.378 -0.4854 -0.4233 0.2429 0.2153
H 2.618 -0.979 -0.295 -0.4557 0.0432 -0.0307 0.2222
H 2.805 0.592 0.505 -0.3838 -0.1743 -0.0920 0.2424
C -2.249 -0.040 -0.098 1.3179 -0.7915 0.0609 -0.0314
H -3.097 -0.697 -0.370 1.0324 -0.2617 0.0733 0.1993
C 2.184 -0.313 0.459 -0.3935 -0.0245 -0.1526 -0.7019
C 0.707 0.168 0.259 -0.7535 0.5420 0.1248 0.4831
H -1.234 1.482 -0.673 0.3321 0.1419 0.0609 0.3748
O 0.430 1.268 0.711 0.2132 0.0354 0.2699 -0.6107
H -2.304 0.341 0.926 0.3144 -0.0690 -0.1504 0.1977
```
Positions in Å, forces in eV/Å.



(3)
A molecular structure, C4H7NO, computed with ωB97M-V/def2-TZVPD.

Summary:
spin multiplicity = 1
calculated total energy = -286.4522 Ha
Kohn-Sham gap = 9.67 eV
relative energy (zero: lowest compared OMol25 entry of this formula, charge and spin) = 112.6 kcal/mol
net charge = 0

```
13
Properties=species:S:1:pos:R:3:forces:R:3:nbo_charge:R:1
O -0.201 1.176 -2.350 -1.2991 -1.0191 4.8082 -0.5082
N 0.303 0.349 1.373 1.5463 0.2228 -1.8148 -0.5700
C -0.361 -0.910 1.616 -1.8661 2.2440 -2.5332 -0.2602
H -0.200 1.145 1.396 -2.3096 3.3796 1.4331 0.3444
C 0.359 -1.420 0.494 5.2825 0.4659 -2.9265 -0.3234
H 1.542 -1.656 0.768 -3.4069 -0.0868 -1.0920 0.2351
H -1.427 -1.049 1.314 0.1879 0.8245 0.7607 0.1553
H -0.283 -2.027 -0.044 0.0209 -2.1850 -1.7256 0.2030
C 0.517 0.152 -0.170 -0.6522 -0.8869 1.6463 -0.1842
H -1.440 0.700 -0.739 -2.9385 0.7549 0.0854 0.1069
C -0.506 0.816 -1.172 3.7484 -1.5048 -2.8992 0.4020
H -0.169 -1.381 2.472 0.6278 -1.4362 3.7826 0.1938
H 1.418 0.592 -0.572 1.0585 -0.7729 0.4751 0.2056
```
Positions in Å, forces in eV/Å.



(4)
C4H7NO in the gas phase, computed with ωB97M-V/def2-TZVPD.

Summary:
spin multiplicity = 1
calculated total energy = -286.3914 Ha
Kohn-Sham gap (alpha / beta) = 9.06 / 7.12 eV
relative energy (zero: lowest compared OMol25 entry of this formula, charge and spin) = 150.8 kcal/mol
net charge = 0

```
13
Properties=species:S:1:pos:R:3:forces:R:3:nbo_charge:R:1
C 0.566 0.297 0.009 -2.7894 -0.5204 -2.8819 -0.2087
C -0.609 -0.908 -0.287 1.2343 -0.2520 0.1677 -0.3381
H -2.321 0.513 -0.659 0.1568 -0.1459 0.0152 0.2133
H 0.401 0.646 -1.039 1.3284 0.0402 -0.1573 0.2476
C -0.546 1.054 0.559 -0.7035 0.8518 1.6848 -0.1193
C -1.645 0.132 0.116 -0.1422 0.1848 0.4848 -0.4808
H -0.610 -1.301 -1.311 0.0910 0.2017 0.3433 0.2096
O 2.676 -0.280 -0.538 -0.7478 0.4297 0.7872 -0.5528
N 1.819 0.233 0.468 2.0306 -0.5647 0.1558 -0.0794
H -0.553 1.758 1.396 0.0180 -0.2569 -0.3248 0.1927
H -2.250 -0.208 0.965 -0.1265 0.0361 -0.1759 0.2229
H -0.468 -1.721 0.425 -0.1797 0.0727 0.0127 0.2140
H 3.539 -0.215 -0.106 -0.1700 -0.0770 -0.1115 0.4792
```
Positions in Å, forces in eV/Å.



(5)
2 unconnected molecules or ions with the total composition C4H7NO, computed with ωB97M-V/def2-TZVPD.

Summary:
spin multiplicity = 1
calculated total energy = -286.5947 Ha
Kohn-Sham gap = 9.25 eV
SMILES = c1cc[nH]c1.O
relative energy (zero: lowest compared OMol25 entry of this formula, charge and spin) = 23.2 kcal/mol
net charge = 0

```
13
Properties=species:S:1:pos:R:3:forces:R:3:nbo_charge:R:1
H -0.030 1.077 2.335 -0.2665 0.1807 -0.3073 0.2236
H -0.067 -1.181 -1.205 0.3310 -0.1440 0.2607 0.4140
C 1.311 -0.491 1.588 0.1695 -0.1239 -0.2442 -0.3016
H -2.048 0.739 -2.246 0.0035 0.1299 0.0861 0.4642
O -1.698 1.436 -2.809 0.0450 0.0300 -0.1388 -0.9364
C 1.295 -1.251 0.449 -0.1951 -0.3998 -0.2783 -0.0749
N 0.216 -0.858 -0.291 -0.4768 0.2056 -0.5248 -0.5030
H 1.864 -2.101 0.102 0.2404 0.2307 0.1858 0.2120
C 0.217 0.411 1.524 0.5161 -0.4495 0.1976 -0.3019
H 2.032 -0.577 2.374 0.1633 -0.0108 0.2301 0.2207
H -1.289 2.083 -2.223 -0.0539 -0.1708 0.0410 0.4749
C -0.429 0.155 0.342 -0.1947 0.4302 1.0736 -0.0889
H -1.374 0.558 0.060 -0.2818 0.0918 -0.5816 0.1973
```
Positions in Å, forces in eV/Å.



(6)
C4H7NO in the gas phase, computed with ωB97M-V/def2-TZVPD.

Summary:
spin multiplicity = 1
calculated total energy = -286.5557 Ha
Kohn-Sham gap = 10.64 eV
SMILES = C[C@H]1N[C@H]1C=O
relative energy (zero: lowest compared OMol25 entry of this formula, charge and spin) = 47.7 kcal/mol
net charge = 0

```
13
Properties=species:S:1:pos:R:3:forces:R:3:nbo_charge:R:1
H -0.765 -0.442 -2.082 0.0739 0.3640 0.2084 0.3583
H -0.399 -0.762 2.041 -0.0799 0.0271 -0.0160 0.2157
C 1.344 1.198 -0.113 0.2844 0.3396 -0.1364 0.4276
H 0.716 1.799 0.553 -0.5397 -0.1094 0.1002 0.1139
N -0.669 0.110 -1.227 -0.3610 0.0453 -0.0597 -0.5710
H -1.033 0.729 1.304 0.0053 -0.2164 -0.0403 0.2193
O 2.478 1.583 -0.273 -0.1642 -0.6101 -0.2837 -0.5110
H 1.338 -0.487 -1.517 0.5163 -0.2668 0.4883 0.2164
H -0.378 -1.840 -0.300 -0.0052 0.1038 -0.0243 0.2006
H -2.003 -0.746 1.274 0.1325 0.0332 0.0283 0.2204
C -0.381 -0.768 -0.113 0.0389 -0.1524 0.1647 -0.0591
C -0.981 -0.359 1.208 0.0318 -0.0178 0.0723 -0.6218
C 0.733 -0.013 -0.756 0.0669 0.4599 -0.5019 -0.2092
```
Positions in Å, forces in eV/Å.



(7)
C4H7NO in the gas phase, computed with ωB97M-V/def2-TZVPD.

Summary:
spin multiplicity = 1
calculated total energy = -286.5925 Ha
Kohn-Sham gap = 9.54 eV
SMILES = C/C(N)=C\C=O
relative energy (zero: lowest compared OMol25 entry of this formula, charge and spin) = 24.6 kcal/mol
net charge = 0

```
13
Properties=species:S:1:pos:R:3:forces:R:3:nbo_charge:R:1
H -1.892 -1.051 2.173 -0.0277 -0.0774 0.0600 0.1101
C -1.158 -1.131 1.353 0.9310 0.1259 -1.0733 0.4018
H 1.355 1.815 -1.026 -0.4339 0.0668 0.1574 0.3807
H 1.768 -0.600 -1.097 -0.0902 0.0937 -0.0178 0.2203
H 0.446 2.397 0.275 -0.0692 -0.1876 -0.3298 0.3846
O -0.803 -2.223 0.935 -0.4107 0.5041 0.4034 -0.5690
C 0.673 -0.601 -1.139 -0.0909 0.0062 -0.1788 -0.6815
N 0.484 1.745 -0.503 0.4556 -0.2688 0.0891 -0.7886
H 0.373 -0.365 -2.166 0.1154 0.1622 0.1147 0.2261
H -1.037 1.010 1.465 0.0907 0.1415 -0.0856 0.1973
C -0.669 0.183 0.865 -0.7541 -0.6499 0.7686 -0.4566
C 0.121 0.440 -0.194 0.3761 -0.2138 -0.2194 0.3040
H 0.340 -1.619 -0.941 -0.0921 0.2972 0.3114 0.2710
```
Positions in Å, forces in eV/Å.



(8)
2 unconnected molecules or ions with the total composition C4H7NO, computed with ωB97M-V/def2-TZVPD.

Summary:
spin multiplicity = 1
calculated total energy = -286.4054 Ha
Kohn-Sham gap = 10.20 eV
SMILES = O=C[C@@H]1[C@H]2N[C@@H]12.[H][H]
relative energy (zero: lowest compared OMol25 entry of this formula, charge and spin) = 142.0 kcal/mol
net charge = 0

```
13
Properties=species:S:1:pos:R:3:forces:R:3:nbo_charge:R:1
O 2.203 0.625 -0.180 -0.1557 0.1844 -0.6541 -0.5626
H 1.876 -1.902 -0.152 0.4425 -0.4492 0.0829 -0.0478
H -0.793 1.823 -0.425 0.2542 -0.2319 0.4538 0.2440
C 0.137 -0.387 0.172 0.0646 0.8144 0.3078 -0.2945
H 0.803 0.578 -1.659 0.1465 0.1632 -0.1768 0.1250
C -0.752 0.908 0.162 -0.3999 0.2101 0.3346 -0.0567
H -2.069 -0.777 -0.717 0.1375 0.0317 -0.0601 0.2351
H 0.474 -0.771 1.136 0.0085 0.5071 -0.1174 0.2465
C 1.137 0.295 -0.649 0.7269 -0.1487 -0.3332 0.4086
N -1.581 0.415 1.227 -0.7449 -0.0198 0.3279 -0.5552
H 2.359 -1.351 -0.017 0.2022 -0.8102 0.0569 0.0375
H -2.468 0.910 1.155 -0.4221 -0.1392 -0.0009 0.3417
C -1.327 -0.365 -0.055 -0.2603 -0.1119 -0.2215 -0.1216
```
Positions in Å, forces in eV/Å.



Which formula does entry 3 have? C4H7NO